ORCA calculation (ωB97M-V/def2-TZVPD) on C29H30MnN6PTe as an isolated structure at a distorted geometry.

Computed properties:
Expectation value of S²: 0.7687
Total energy (hartree): -3211.79671
HOMO level (alpha / beta) (eV): -9.79 / -10.02
Charge: +1
Relative energy (zero: lowest compared OMol25 entry of this formula, charge and spin) (kJ/mol): 36.1
Molecular weight (g mol⁻¹): 676.1
Spin multiplicity: 2
Kohn-Sham gap (alpha / beta) (eV): 7.6 / 7.7
E_LUMO (alpha / beta) (eV): -2.20 / -2.36

Each line ends with the Mulliken spin population.
CARTESIAN COORDINATES (ANGSTROEM)
H 2.677 1.757 -0.060  0.00
C 2.274 3.863 3.544  0.00
H 4.166 -2.121 3.079  0.00
C 1.320 4.635 1.472  0.00
C -1.783 0.878 -1.475  -0.04
C 2.685 0.918 0.614  0.02
C -2.022 2.924 4.556  0.00
C -1.655 3.047 3.218  0.00
C -3.564 4.466 2.830  0.00
C -0.775 1.852 -1.346  0.08
H 2.988 -1.323 4.146  0.00
H 4.367 1.206 2.046  0.00
H 3.860 5.064 4.346  0.00
H 3.785 6.712 2.506  0.00
C 0.350 1.407 -2.073  -0.04
P 1.083 -2.454 1.832  0.00
N -1.426 -1.906 3.006  0.00
N 1.158 -4.148 -0.432  0.00
C 3.151 4.942 3.538  0.00
C 3.526 0.660 1.654  0.00
H -0.399 -2.541 4.728  0.00
C 0.028 0.170 -2.660  -0.01
H 0.950 -4.936 -2.412  0.00
N 1.763 -0.091 0.525  -0.01
H 1.275 1.946 -2.205  0.00
C -3.159 3.572 5.025  0.00
C 0.825 -4.091 -1.757  0.00
H 1.887 -6.083 -0.492  0.00
H -2.157 -2.742 4.755  0.00
C 2.191 5.717 1.474  0.00
N 0.389 -2.113 -0.821  0.00
H -2.777 0.939 -1.060  0.00
H 2.635 -5.071 0.750  0.00
H -1.418 2.333 5.233  0.00
C 0.351 -2.833 -1.987  0.00
C -3.926 4.345 4.165  0.00
H 0.678 -0.397 -3.306  0.00
C 1.353 3.708 2.511  0.00
H 2.154 6.438 0.668  0.00
H 0.613 4.514 0.659  0.00
Te 0.044 2.070 2.477  0.01
H -0.019 -2.422 -2.905  0.00
C -1.292 -0.164 -2.284  -0.01
C -2.258 -0.421 1.629  0.02
C 3.107 5.869 2.506  0.00
C -1.269 -2.817 4.135  0.00
C 3.724 -1.169 3.361  0.00
N 3.108 -0.522 2.207  0.00
H -1.165 -3.843 3.788  0.00
H -4.806 4.855 4.533  0.00
H -4.161 5.067 2.156  0.00
H 0.988 -5.698 0.985  0.00
H -3.359 -1.094 3.446  0.00
H 2.301 3.150 4.358  0.00
C 0.876 -2.933 0.100  -0.01
C -0.546 -1.687 1.997  0.01
H -0.856 2.784 -0.812  0.00
H -1.849 -1.036 -2.589  0.00
C -2.514 -1.108 2.779  -0.01
Mn -0.015 -0.092 -0.439  0.99
H -2.161 3.902 1.310  0.00
C 1.699 -5.317 0.254  0.00
C -2.435 3.813 2.354  0.00
H 4.504 -0.512 3.736  0.00
N -1.032 -0.798 1.149  -0.02
H -3.439 3.480 6.067  0.00
H -2.861 0.319 1.133  0.00
C 2.033 -0.944 1.500  0.02

ORCA calculation (ωB97M-V/def2-TZVPD) on the molecule CH6P2S at a distorted geometry.

Computed properties:
Total energy (hartree): -1122.50821
Structure (SMILES): C1[PH2]=[PH2]S1
HOMO level (eV): -8.54
Charge: 0
Relative energy (zero: lowest compared OMol25 entry of this formula, charge and spin) (kJ/mol): 134.5
Molecular weight (g mol⁻¹): 112.1
Spin multiplicity: 1
Kohn-Sham gap (eV): 9.1
E_LUMO (eV): 0.55

Each line ends with the natural charge from an NBO analysis.
CARTESIAN COORDINATES (ANGSTROEM)
C 0.569 1.073 -0.055  -0.83
P 1.142 -0.695 0.138  0.32
H 0.917 -1.030 -1.244  -0.02
H 2.364 -0.170 0.038  -0.07
S -1.262 0.987 0.123  -0.05
P -1.365 -1.048 0.197  0.19
H -1.836 -1.104 1.533  -0.01
H 1.169 1.616 0.756  0.24
H -2.691 -1.168 -0.426  0.00
H 0.991 1.539 -1.060  0.24

ORCA calculation (ωB97M-V/def2-TZVPD) on a 2-piece molecular cluster, C3H7N overall at a distorted geometry.

Computed properties:
Total energy (hartree): -173.09261
Structure (SMILES): C=C.C=N
HOMO level (eV): -8.55
Charge: 0
Relative energy (zero: lowest compared OMol25 entry of this formula, charge and spin) (kJ/mol): 392.4
Molecular weight (g mol⁻¹): 57.1
Spin multiplicity: 1
Kohn-Sham gap (eV): 8.5
E_LUMO (eV): -0.06

Each line ends with the natural charge from an NBO analysis.
CARTESIAN COORDINATES (ANGSTROEM)
C 4.709 -0.074 0.434  -0.40
H 4.436 0.650 1.282  0.20
C -4.400 0.255 0.626  0.05
H 4.409 -0.136 -1.732  0.19
H 3.422 1.110 -0.746  0.20
H -5.196 -0.821 -0.907  0.41
C 4.272 0.369 -0.814  -0.39
H -4.680 1.251 0.313  0.11
N -4.380 -0.661 -0.285  -0.74
H 5.514 -0.832 0.643  0.20
H -4.732 0.104 1.671  0.17

ORCA calculation (ωB97M-V/def2-TZVPD) on C16H34N2O22S5 as an isolated structure at a distorted geometry.

Computed properties:
Total energy (hartree): -4384.87115
HOMO level (eV): -9.32
Charge: 0
Relative energy (zero: lowest compared OMol25 entry of this formula, charge and spin) (kJ/mol): 2254.1
Molecular weight (g mol⁻¹): 766.8
Spin multiplicity: 1
Kohn-Sham gap (eV): 8.2
E_LUMO (eV): -1.09

Each line ends with the Löwdin charge.
CARTESIAN COORDINATES (ANGSTROEM)
O -1.641 4.591 -0.710  -0.25
H 0.115 -0.397 -3.018  0.00
H 3.246 3.074 -3.138  0.14
O -1.690 -5.437 -0.332  -0.22
H -1.811 -4.086 -1.717  0.14
O 1.243 2.778 -3.595  -0.20
H 2.832 -1.680 1.092  0.13
C 2.335 1.818 5.065  0.02
C -2.167 4.264 -2.006  -0.14
O -0.439 2.744 -1.447  -0.32
C 2.528 0.304 1.585  -0.13
H -2.110 5.182 -2.591  0.14
O 1.650 0.956 -2.171  -0.16
H 0.227 -2.522 -0.170  0.07
H 2.636 1.422 6.035  0.09
O -4.219 1.161 0.176  -0.20
H -0.729 0.876 1.752  0.12
S 1.317 -4.382 2.033  0.76
S -1.729 -5.747 1.239  0.79
H -4.692 -0.936 -0.487  0.14
C 1.824 -2.031 1.312  -0.19
H 2.912 1.944 -0.905  0.16
C -1.231 3.182 -2.563  -0.14
C -0.122 1.001 0.855  -0.03
O -2.895 -6.565 1.590  -0.24
S -0.087 4.062 -0.499  0.82
C -2.556 -0.204 -0.704  -0.22
S -2.776 2.006 0.437  0.79
C -1.308 -4.133 -0.751  -0.12
C -0.111 -1.037 -2.165  -0.05
O -1.978 1.030 -0.597  -0.25
O 0.033 -4.593 2.739  -0.31
H 0.618 -1.798 -2.445  0.11
H 1.267 0.364 3.121  0.15
H -1.682 2.376 -3.143  0.13
S 1.019 1.102 -3.757  0.81
N 0.426 -0.248 -1.135  0.08
H -1.142 -1.386 -2.109  0.10
O 1.207 -4.082 0.443  -0.21
H -1.327 -2.281 0.726  0.04
C 2.935 1.275 3.762  -0.54
O -2.950 3.313 -0.130  -0.24
H -2.187 -1.103 -0.210  0.09
O 1.859 -2.929 2.475  -0.14
O -0.382 -6.225 1.551  -0.29
O 1.955 0.693 -4.790  -0.17
H 0.896 1.354 1.020  0.06
H -3.174 3.847 -2.009  0.13
O -2.415 1.949 1.833  -0.20
C -0.031 -0.281 0.149  -0.52
H 1.256 1.902 4.935  0.07
H 2.113 4.112 -2.237  0.11
H 1.856 -0.444 1.165  0.01
H 0.883 0.600 -1.439  -0.11
C -1.807 -3.226 0.474  -0.15
H -0.615 3.737 -3.271  0.12
O 4.140 1.316 3.487  0.03
H -2.837 -0.463 -1.725  0.14
H -3.946 -0.524 1.045  0.13
H 3.559 0.039 1.348  0.13
C -3.965 -0.275 -0.016  -0.10
H 2.312 1.121 0.897  0.06
H -0.220 -4.181 -0.806  0.10
H -2.837 -3.049 0.163  0.12
H -0.547 1.640 0.080  0.04
H 2.641 2.861 5.148  0.08
O -0.324 -1.309 0.658  -0.11
C 1.263 -2.712 0.111  -0.19
O 0.772 4.995 -1.262  -0.23
H 1.936 -2.729 -0.747  0.15
H 1.159 2.341 -1.008  0.07
H 0.996 -1.386 1.608  0.10
N 2.181 0.720 2.880  0.05
O 0.088 3.784 0.948  -0.19
O -1.865 -4.074 1.624  -0.21
C 2.254 3.130 -2.688  -0.14
C 2.061 2.095 -1.569  -0.17
O 2.332 -5.422 2.357  -0.25
O -0.336 0.813 -3.854  -0.19

ORCA calculation (ωB97M-V/def2-TZVPD) on the molecule C3H9Cl2NSi at a distorted geometry.

Computed properties:
Total energy (hartree): -1384.32308
Structure (SMILES): CN(C)[SiH2]C(Cl)Cl
HOMO level (eV): -9.08
Charge: 0
Relative energy (zero: lowest compared OMol25 entry of this formula, charge and spin) (kJ/mol): 362.8
Molecular weight (g mol⁻¹): 158.1
Spin multiplicity: 1
Kohn-Sham gap (eV): 9.8
E_LUMO (eV): 0.76

Each line ends with the natural charge from an NBO analysis.
CARTESIAN COORDINATES (ANGSTROEM)
H 0.697 1.043 -1.593  0.19
H -1.622 -0.245 2.140  -0.20
H -2.932 -0.103 -1.373  0.22
H -1.323 -2.180 0.658  -0.19
Cl -4.353 -1.232 0.099  -0.03
C 1.372 -0.663 0.399  -0.40
H 1.250 -1.634 0.871  0.20
C 0.192 1.155 -0.629  -0.40
H 1.883 0.003 1.105  0.18
H 2.007 -0.775 -0.483  0.19
N 0.083 -0.131 0.020  -0.87
Si -1.325 -0.726 0.783  1.34
C -3.061 -0.094 -0.292  -0.59
H -0.798 1.574 -0.792  0.21
H 0.776 1.856 -0.021  0.18
Cl -3.528 1.545 0.174  -0.04

ORCA calculation (ωB97M-V/def2-TZVPD) on an isolated ion of composition C3H9NS2 and charge +1 at a distorted geometry.

Computed properties:
Expectation value of S²: 0.7540
Total energy (hartree): -970.45215
HOMO level (alpha / beta) (eV): -13.03 / -12.98
Charge: +1
Relative energy (zero: lowest compared OMol25 entry of this formula, charge and spin) (kJ/mol): 204.6
Molecular weight (g mol⁻¹): 123.2
Spin multiplicity: 2
Kohn-Sham gap (alpha / beta) (eV): 7.5 / 4.1
E_LUMO (alpha / beta) (eV): -5.48 / -8.89

Each line ends with the Mulliken spin population.
CARTESIAN COORDINATES (ANGSTROEM)
H 1.357 -0.532 0.496  -0.01
H -0.122 1.878 -0.419  0.01
C 1.516 1.026 -2.193  0.00
H 0.901 1.910 -2.411  0.00
S -1.561 -1.209 1.609  0.03
C 0.023 1.007 0.228  -0.03
H 2.138 1.075 0.965  0.02
H -2.799 -0.735 1.545  0.03
C 1.481 0.553 0.269  0.04
N 2.253 0.716 -0.999  0.02
H 2.149 0.980 -3.082  0.00
S -0.950 -0.436 -0.304  0.88
H 0.886 0.147 -2.431  0.00
H 3.001 1.330 -0.723  0.00
H -0.362 1.390 1.168  0.00

ORCA calculation (ωB97M-V/def2-TZVPD) on a 2-piece molecular cluster, C11H9BrCl4FN2O4P overall at a distorted geometry.

Computed properties:
Total energy (hartree): -5690.60364
Structure (SMILES): CCOc1c(P(=O)(O)O)c(Br)cc2ncc(F)nc12.ClC(Cl)(Cl)Cl
HOMO level (eV): -9.14
Charge: 0
Molecular weight (g mol⁻¹): 504.9
Spin multiplicity: 1
Kohn-Sham gap (eV): 6.9
E_LUMO (eV): -2.28

Each line ends with the natural charge from an NBO analysis.
CARTESIAN COORDINATES (ANGSTROEM)
H -0.606 -2.082 2.767  0.27
C -0.476 -1.656 0.325  0.14
F -0.534 -2.480 -4.052  -0.33
C -2.615 2.046 -1.100  -0.68
Cl 4.465 -3.368 -0.948  0.06
H -0.747 -4.408 -1.882  0.25
C -1.271 2.439 -1.954  -0.09
H 1.735 2.892 3.443  0.49
Cl 2.211 -5.207 -1.037  0.05
H 2.023 3.386 0.605  0.49
Br -0.314 0.631 4.484  0.12
H -3.560 2.459 -1.696  0.23
Cl 2.374 -3.206 1.069  0.06
C -0.494 -2.117 -2.594  0.54
C -0.289 0.307 2.490  -0.08
H -2.802 0.870 -1.021  0.22
N -0.636 -3.118 0.017  -0.35
O 1.309 4.106 0.719  -0.91
C -0.087 1.544 1.389  -0.50
H -1.258 1.841 -2.986  0.20
O 0.974 3.573 3.453  -0.92
C -0.320 -0.445 -0.748  0.08
H -1.389 3.582 -2.276  0.22
Cl 4.214 -5.460 1.058  0.06
C -0.471 -1.234 1.940  -0.24
O 0.001 2.193 -1.258  -0.54
O -1.222 4.115 1.859  -1.01
C 3.316 -4.310 0.036  -0.21
H -2.616 2.564 -0.043  0.26
C -0.615 -3.293 -1.476  -0.03
P 0.186 3.371 1.883  2.17
C -0.134 1.129 -0.231  0.40
N -0.352 -0.665 -2.234  -0.39

Which formula does entry 7 have? C11H9BrCl4FN2O4P

Number 4 is which compound? C16H34N2O22S5